Density functional theory data (ωB97M-V with the def2-TZVPD basis set) for a structure of composition C24H33BIN2O5Rh in a non-equilibrium geometry.

Atoms and positions in Å:
Rh -1.500 1.260 0.126
C 0.707 -0.012 4.758
C 0.205 -1.137 3.908
N 0.323 -2.363 4.395
C -0.008 -3.403 3.644
C -0.551 -3.310 2.384
C -0.869 -4.567 1.620
O -0.296 -4.543 0.325
C -0.826 -2.011 1.865
C -1.598 -1.844 0.698
N -2.180 -0.699 0.372
C -3.219 -0.498 -0.499
C -4.091 -1.367 -1.159
C -5.134 -0.795 -1.869
C -5.305 0.582 -1.938
C -4.394 1.452 -1.333
C -3.354 0.904 -0.626
I -1.552 3.724 0.803
C -0.350 -0.920 2.652
O -0.250 0.358 2.106
H 1.209 -0.417 5.632
H -0.124 0.619 5.077
H 1.403 0.612 4.199
H 0.175 -4.365 4.100
H -1.964 -4.681 1.541
H -0.477 -5.425 2.186
H -0.480 -5.388 -0.102
H -1.793 -2.718 0.086
H -3.987 -2.441 -1.112
H -5.855 -1.433 -2.365
H -6.152 0.992 -2.467
H -4.542 2.520 -1.399
C 3.651 2.226 1.817
C 2.784 1.659 0.687
C 3.023 2.445 -0.597
O 1.401 1.802 1.083
B 0.995 0.595 1.559
O 1.927 -0.390 1.430
C 2.932 0.103 0.535
C 4.269 -0.503 0.945
C 2.539 -0.376 -0.863
H 3.336 3.247 2.028
H 4.699 2.232 1.526
H 3.535 1.638 2.727
H 3.105 3.508 -0.377
H 2.185 2.297 -1.270
H 3.941 2.108 -1.071
H 4.463 -0.356 2.003
H 5.081 -0.084 0.358
H 4.220 -1.573 0.763
H 1.579 0.051 -1.147
H 2.436 -1.459 -0.848
H 3.295 -0.104 -1.592
C -1.076 2.916 -3.043
C -0.550 1.469 -2.962
C 0.776 1.406 -3.755
C -1.583 0.517 -3.606
O -0.302 1.119 -1.659
H -1.245 3.199 -4.079
H -0.354 3.594 -2.594
H -2.010 3.004 -2.491
H 0.613 1.721 -4.782
H 1.164 0.393 -3.754
H 1.518 2.064 -3.311
H -1.595 0.622 -4.687
H -2.582 0.734 -3.235
H -1.340 -0.512 -3.349

Values from the calculation:
**Charge**: 0
**Highest occupied orbital energy (alpha / beta)**: -0.2942 / -0.2946 hartree
**Multiplicity**: 1

Results of the Mulliken charge analysis, in e, for atoms 1 through 8: -0.567 -1.044 0.774 -0.646 -1.024 0.600 -0.842 -0.502

***

Density functional theory data (ωB97M-V with the def2-TZVPD basis set) for the molecule C21H16N8O3S2 in a non-equilibrium geometry.

Atoms and positions in Å:
O -3.964 -1.999 0.324
C -3.976 -0.937 0.895
C -5.083 0.070 0.639
S -4.533 1.789 0.327
C -3.134 1.545 -0.698
N -2.777 2.589 -1.426
N -1.697 2.533 -2.160
C -0.979 1.431 -2.119
C -1.389 0.323 -1.295
N -2.503 0.372 -0.591
N -0.462 -0.647 -1.346
C 0.589 -0.215 -2.141
C 1.798 -0.839 -2.392
C 2.696 -0.172 -3.208
C 2.400 1.072 -3.762
C 1.200 1.704 -3.502
C 0.289 1.058 -2.677
N -3.108 -0.568 1.898
C -1.799 -1.025 1.999
C -1.392 -2.216 1.395
C -0.046 -2.525 1.339
C 0.883 -1.686 1.925
S 2.584 -2.085 1.590
O 2.654 -2.541 0.231
O 3.157 -2.914 2.603
N 3.438 -0.615 1.717
C 3.199 0.456 0.903
N 1.928 0.761 0.652
C 1.712 1.869 -0.035
C 2.739 2.659 -0.527
C 4.024 2.228 -0.234
N 4.259 1.148 0.489
C 0.485 -0.570 2.634
C -0.855 -0.236 2.663
H -5.660 -0.265 -0.223
H -5.740 0.141 1.507
H -0.473 -1.498 -0.804
H 2.043 -1.785 -1.935
H 3.652 -0.628 -3.416
H 3.129 1.552 -4.398
H 0.967 2.674 -3.913
H -3.267 0.350 2.295
H -2.123 -2.855 0.929
H 0.303 -3.407 0.824
H 4.419 -0.768 1.907
H 0.673 2.136 -0.174
H 2.546 3.553 -1.095
H 4.902 2.763 -0.571
H 1.220 0.048 3.121
H -1.174 0.663 3.171

Values from the calculation:
**Charge**: 0
**SMILES**: O=C(CSc1nnc2c(n1)[nH]c1ccccc12)Nc1ccc(S(=O)(=O)Nc2ncccn2)cc1
**Highest occupied orbital energy**: -0.3222 hartree
**Multiplicity**: 1

Results of the Mulliken charge analysis, in e, for atoms 1 through 8: -0.637 0.670 -0.803 -0.170 0.214 -0.710 -0.509 0.410

***

Density functional theory data (ωB97M-V with the def2-TZVPD basis set) for a cluster of 11 separate species, C46H95F4N8O16S4 in total in a non-equilibrium geometry.

Atoms and positions in Å:
C -2.902 -6.164 -3.985
C -1.445 -6.632 -4.118
N -0.657 -6.201 -3.003
C 0.407 -5.288 -2.931
C 0.853 -5.256 -1.581
N -0.035 -6.009 -0.817
C -0.969 -6.538 -1.672
C -0.103 -6.301 0.540
H -3.044 -5.083 -3.969
H -3.344 -6.522 -3.055
H -3.362 -6.601 -4.871
H -0.903 -6.433 -5.043
H -1.441 -7.721 -4.080
H 0.775 -4.811 -3.827
H 1.732 -4.782 -1.171
H -1.787 -7.190 -1.403
H -0.696 -7.212 0.615
H -0.542 -5.444 1.052
H 0.880 -6.447 0.988
C 6.367 0.155 3.404
C 4.881 0.372 3.447
C 4.228 -0.178 4.719
N 2.633 -0.305 4.698
C 2.179 -1.484 3.763
C 1.848 1.016 4.374
C 0.572 1.071 5.168
C 0.703 0.071 6.295
C 2.139 -0.482 6.149
H 6.745 0.687 2.532
H 6.731 -0.867 3.506
H 6.786 0.745 4.219
H 4.328 0.218 2.520
H 4.691 1.437 3.584
H 4.613 0.325 5.605
H 4.461 -1.179 5.083
H 1.111 -1.307 3.638
H 2.350 -2.372 4.372
H 2.673 -1.497 2.792
H 1.600 1.027 3.312
H 2.475 1.867 4.638
H -0.360 0.919 4.624
H 0.401 2.020 5.677
H -0.098 -0.651 6.137
H 0.476 0.457 7.289
H 2.193 -1.544 6.389
H 2.788 0.024 6.863
C -3.056 -3.672 -0.860
C -1.987 -2.675 -1.260
C -0.902 -2.174 -0.166
N -0.035 -0.890 -0.492
C -0.933 0.419 -0.668
C 0.809 -1.065 -1.800
C 2.065 -0.273 -1.538
C 2.062 0.216 -0.021
C 0.949 -0.566 0.701
H -2.472 -4.569 -0.654
H -3.704 -3.957 -1.688
H -3.602 -3.331 0.020
H -2.546 -1.828 -1.656
H -1.377 -3.053 -2.081
H -0.350 -3.049 0.177
H -1.463 -1.744 0.664
H -1.508 0.255 -1.579
H -0.367 1.344 -0.786
H -1.657 0.570 0.133
H 0.195 -0.772 -2.652
H 0.752 -2.153 -1.840
H 2.350 0.452 -2.301
H 2.862 -1.006 -1.666
H 2.015 1.300 0.073
H 3.013 0.054 0.487
H 0.362 -0.050 1.461
H 1.299 -1.508 1.123
C -6.421 0.143 4.165
C -6.192 -0.115 2.664
C -5.068 0.728 2.119
N -5.123 0.943 0.622
C -4.759 -0.490 0.162
C -6.488 1.435 0.007
C -6.075 2.003 -1.396
C -4.602 2.112 -1.487
C -4.186 1.978 -0.010
H -6.951 1.095 4.203
H -5.532 0.287 4.778
H -6.986 -0.730 4.494
H -7.187 -0.200 2.228
H -5.802 -1.131 2.607
H -4.055 0.516 2.462
H -5.091 1.747 2.505
H -5.490 -1.270 0.372
H -3.804 -0.751 0.619
H -4.540 -0.480 -0.906
H -7.319 0.734 -0.078
H -6.717 2.267 0.673
H -6.365 1.334 -2.206
H -6.573 2.973 -1.377
H -4.221 1.374 -2.193
H -4.448 3.085 -1.955
H -3.129 1.833 0.214
H -4.378 2.861 0.599
C 4.299 2.167 -4.694
C 4.690 3.188 -3.514
C 3.461 4.105 -3.100
N 3.866 5.264 -2.153
C 4.762 4.718 -1.094
C 2.665 6.147 -1.555
C 2.491 7.438 -2.426
C 3.377 7.308 -3.581
C 4.575 6.509 -2.943
H 3.450 1.542 -4.419
H 5.211 1.572 -4.733
H 4.060 2.600 -5.666
H 5.533 3.776 -3.875
H 4.897 2.533 -2.668
H 2.697 3.592 -2.517
H 2.955 4.623 -3.915
H 5.770 4.412 -1.375
H 4.199 3.975 -0.530
H 4.892 5.575 -0.433
H 2.924 6.333 -0.512
H 1.772 5.534 -1.440
H 2.828 8.287 -1.832
H 1.516 7.543 -2.902
H 3.727 8.253 -3.997
H 2.942 6.674 -4.353
H 5.115 7.052 -2.167
H 5.413 6.114 -3.517
N -6.160 -6.228 3.313
S -4.959 -5.914 4.123
O -5.078 -4.783 5.024
O -3.544 -6.285 3.708
F -5.225 -7.037 5.224
S -5.987 -5.004 2.246
O -4.778 -4.803 1.458
O -6.677 -3.781 2.649
F -6.937 -5.605 1.029
N 0.223 4.433 -3.983
S -0.135 5.116 -5.207
O -1.500 5.456 -5.536
O 0.712 4.831 -6.339
F 0.432 6.590 -4.670
S -0.727 3.040 -4.014
O -1.462 2.737 -5.255
O -1.430 2.686 -2.762
F 0.543 2.095 -4.095
C -2.513 -2.629 -4.981
C -1.059 -3.039 -5.278
O -0.964 -3.818 -6.286
O -0.100 -2.577 -4.561
H -2.814 -2.848 -3.956
H -3.116 -3.297 -5.596
H -2.590 -1.597 -5.321
C 5.530 0.409 -0.632
C 6.840 1.121 -0.899
O 7.645 1.256 0.012
O 7.115 1.605 -2.023
H 5.301 0.399 0.433
H 5.637 -0.651 -0.862
H 4.684 0.963 -1.040
C 4.623 4.153 2.093
C 3.184 3.780 1.852
O 2.834 2.594 1.935
O 2.456 4.793 1.711
H 4.844 4.070 3.157
H 4.999 5.142 1.828
H 5.325 3.443 1.656
C -2.943 -1.822 4.532
C -1.863 -1.559 3.474
O -1.854 -0.521 2.826
O -1.254 -2.566 3.161
H -3.332 -2.834 4.418
H -3.783 -1.142 4.383
H -2.433 -1.673 5.483

Values from the calculation:
**Charge**: -1
**Highest occupied orbital energy**: -0.1744 hartree
**Multiplicity**: 1

Results of the Mulliken charge analysis, in e, for atoms 1 through 8: -0.823 -0.635 0.268 -0.388 -0.729 0.317 -0.537 -0.803

***

Density functional theory data (ωB97M-V with the def2-TZVPD basis set) for a cluster of 4 separate species, C7H14N5O4P in total in a non-equilibrium geometry.

Atoms and positions in Å:
N -0.704 2.127 -0.564
P -0.795 3.010 -1.840
O 0.010 2.322 -3.100
O -0.086 4.466 -1.616
N -2.392 3.333 -2.338
C -3.388 2.973 -1.351
O -3.940 3.829 -0.794
O -3.679 1.690 -1.030
H -0.219 2.699 0.128
H -0.426 1.457 -3.202
H 0.824 4.390 -1.944
H -2.605 2.969 -3.265
H -3.837 1.179 -1.838
C 1.613 -0.551 1.166
C 1.906 -0.804 -0.257
N 2.138 -1.004 -1.350
H 2.391 0.077 1.597
H 0.653 -0.046 1.262
H 1.576 -1.494 1.707
C 2.614 -1.813 5.385
C 1.531 -2.297 4.518
N 0.693 -2.672 3.849
H 2.281 -1.803 6.421
H 3.479 -2.467 5.296
H 2.899 -0.804 5.092
C -0.185 -3.884 -1.871
C -0.871 -2.621 -2.166
N -1.401 -1.644 -2.394
H -0.394 -4.188 -0.847
H -0.531 -4.660 -2.552
H 0.890 -3.754 -1.992

Values from the calculation:
**Charge**: 0
**SMILES**: N=P(O)(O)NC(=O)O.CC#N.CC#N.CC#N
**Highest occupied orbital energy**: -0.3363 hartree
**Multiplicity**: 1

Results of the Mulliken charge analysis, in e, for atoms 1 through 8: -0.549 0.793 -0.527 -0.501 -0.294 0.392 -0.420 -0.411

***

Density functional theory data (ωB97M-V with the def2-TZVPD basis set) for a structure of composition C15H18IIrN3O2S.

Atoms and positions in Å:
Ir 0.140 1.363 -0.695
O 1.234 -0.019 3.088
C 1.196 0.408 1.948
N 0.098 0.899 1.316
C -1.133 0.910 2.076
C -2.325 0.737 1.173
C -3.606 0.567 1.687
C -4.663 0.408 0.813
C -4.424 0.427 -0.558
C -3.128 0.608 -0.990
N -2.108 0.756 -0.139
C 2.429 0.391 1.081
C 3.650 0.008 1.606
C 4.748 -0.030 0.759
C 4.582 0.303 -0.577
C 3.324 0.671 -1.024
N 2.276 0.714 -0.205
H -1.239 1.853 2.625
H -1.114 0.119 2.830
H -3.757 0.555 2.758
H -5.668 0.269 1.188
H -5.227 0.310 -1.271
H -2.877 0.642 -2.044
H 3.706 -0.247 2.654
H 5.720 -0.318 1.135
H 5.413 0.285 -1.268
H 3.143 0.947 -2.054
I 1.236 4.267 -1.072
C -0.441 3.083 -1.686
H -0.423 3.035 -2.772
H -1.340 3.572 -1.325
C 1.050 -2.838 -0.157
S -0.394 -1.936 -0.703
C -0.963 -3.072 -1.960
O 0.160 -0.767 -1.517
H 1.723 -2.996 -0.998
H 0.724 -3.788 0.267
H 1.533 -2.250 0.621
H -1.275 -4.002 -1.487
H -0.165 -3.244 -2.679
H -1.816 -2.603 -2.446

Values from the calculation:
**Charge**: +1
**Highest occupied orbital energy (alpha / beta)**: -0.3865 / -0.4415 hartree
**Multiplicity**: 5

Results of the Mulliken charge analysis, in e, for atoms 1 through 8: 1.708 -0.692 0.094 -0.386 -0.921 0.647 -0.863 -0.308

***

Density functional theory data (ωB97M-V with the def2-TZVPD basis set) for a structure of composition C10H33BF4O9Ti in a non-equilibrium geometry.

Atoms and positions in Å:
Ti 2.997 2.060 -0.010
C 0.077 5.092 0.591
C 1.530 5.050 1.006
O 2.384 4.275 0.465
O 1.960 5.795 1.924
H -0.158 4.236 -0.041
H 0.010 5.991 -0.022
H -0.673 5.115 1.381
B -0.004 1.007 -0.292
F 0.629 0.240 0.642
F 0.899 1.926 -0.791
F -0.514 0.175 -1.324
F -1.085 1.627 0.272
C -0.744 -3.103 1.536
O 0.518 -2.451 1.534
H -1.199 -3.195 0.550
H -0.677 -4.108 1.952
H -1.381 -2.626 2.281
H 0.455 -1.597 1.100
C 1.022 -0.592 4.306
O 0.307 -0.179 5.465
H 2.100 -0.460 4.402
H 0.738 -1.615 4.062
H 0.757 0.125 3.529
H -0.615 -0.393 5.304
C -2.835 2.347 -2.309
O -2.193 3.244 -1.447
H -2.161 1.618 -2.759
H -3.581 1.731 -1.805
H -3.308 2.812 -3.173
H -1.674 2.722 -0.830
C -3.621 -0.167 0.853
O -3.394 -0.580 -0.440
H -2.857 -0.460 1.573
H -3.617 0.922 0.801
H -4.629 -0.526 1.064
H -2.547 -0.177 -0.647
C 2.389 -0.009 -2.619
O 3.381 0.680 -1.859
H 1.460 0.530 -2.802
H 2.775 -0.487 -3.519
H 2.177 -0.830 -1.933
H 4.201 0.538 -2.338
C 3.523 -1.399 1.564
O 3.068 -2.765 1.350
H 3.398 -0.973 2.559
H 4.559 -1.266 1.254
H 3.004 -0.691 0.918
H 2.132 -2.858 1.541
C -1.773 -3.440 -2.692
C -0.357 -2.976 -2.767
O -0.302 -1.736 -3.429
H -1.856 -4.432 -2.247
H -2.284 -3.491 -3.654
H -2.277 -2.683 -2.091
H 0.167 -3.727 -3.359
H 0.078 -2.854 -1.775
H -0.380 -1.010 -2.806

Values from the calculation:
**Charge**: -1
**Highest occupied orbital energy (alpha / beta)**: -0.1158 / -0.1921 hartree
**Multiplicity**: 4

Results of the Mulliken charge analysis, in e, for atoms 1 through 8: 0.415 -0.438 0.507 -0.782 -0.715 0.015 0.288 0.276

***

Density functional theory data (ωB97M-V with the def2-TZVPD basis set) for a structure of composition C18H37MoN2O2P3S in a non-equilibrium geometry.

Atoms and positions in Å:
P -0.889 2.257 -1.722
C -2.276 3.125 -0.918
H -2.633 3.896 -1.619
H -1.938 3.583 0.025
H -3.077 2.405 -0.695
C 0.315 3.581 -2.007
H 1.063 3.267 -2.737
H 0.818 3.818 -1.064
H -0.226 4.460 -2.367
C -1.629 1.819 -3.335
H -1.871 2.752 -3.858
H -2.539 1.235 -3.135
H -0.921 1.208 -3.907
P -0.763 -2.853 -0.749
C -2.327 -3.215 0.114
H -2.649 -4.244 -0.113
H -3.119 -2.524 -0.197
H -2.202 -3.121 1.199
C -1.198 -3.299 -2.451
H -0.309 -3.366 -3.080
H -1.844 -2.519 -2.864
H -1.743 -4.246 -2.450
C 0.311 -4.144 -0.064
H -0.042 -5.128 -0.383
H 0.283 -4.077 1.029
H 1.347 -3.999 -0.377
P 1.998 0.323 2.174
C 1.340 0.471 3.837
H 2.202 0.637 4.500
H 0.823 -0.466 4.081
H 0.634 1.312 3.879
C 3.400 -0.812 2.334
H 3.910 -0.557 3.275
H 4.097 -0.732 1.492
H 3.015 -1.838 2.389
C 2.611 1.996 1.773
H 3.418 2.254 2.478
H 1.814 2.737 1.892
H 3.011 2.090 0.760
Mo 0.776 -0.535 -1.046
C -1.208 -0.124 -0.833
O -2.385 -0.189 -0.645
C 0.537 -0.811 1.375
O -0.266 -1.560 1.939
C 2.754 -1.415 -1.117
C 2.934 -0.046 -0.931
C 2.301 0.878 -1.764
C 1.581 0.421 -2.884
C 1.342 -0.961 -3.066
C 1.949 -1.893 -2.173
H 3.269 -2.104 -0.443
H 3.666 0.278 -0.190
H 2.502 1.941 -1.671
H 1.094 1.130 -3.541
H 0.668 -1.324 -3.822
H 1.771 -2.957 -2.259
N -3.189 0.198 2.599
C -2.500 1.365 2.695
N -2.950 2.228 3.625
S -1.078 1.788 1.841
H -4.046 0.091 3.156
H -2.932 -0.477 1.893
H -2.504 3.138 3.694
H -3.830 2.103 4.098

Values from the calculation:
**Charge**: +4
**Highest occupied orbital energy (alpha / beta)**: -0.7425 / -0.7369 hartree
**Multiplicity**: 3

Results of the Mulliken charge analysis, in e, for atoms 1 through 8: 0.859 -1.115 0.561 0.428 0.339 -1.368 0.457 0.350